(one)
# C3H8N3S

A gas-phase ion, C3H8N3S (charge +1) (wB97M-V/def2-TZVPD, the OMol25 dataset).

As for the frontier orbital gap (spin up / spin down): 5.78 / 6.83 eV. The net charge is +1. The HOMO energy (spin up / spin down) is -9.2 / -13.5 eV. Its multiplicity is 3.

Geometry as XYZ:
```
15
Properties=species:S:1:pos:R:3:mulliken_charge:R:1
H -1.0932 -0.9133 -1.5785 0.407
H -1.6046 0.7271 2.9235 0.185
C 2.0089 -0.2375 -0.4516 0.119
H 1.0238 1.2083 0.5183 0.244
C -0.4385 -0.0983 -1.1141 -0.537
C -2.0913 -0.1269 0.6285 -0.186
N 0.9567 -0.6995 -1.1041 -0.114
H -0.6635 0.8717 -1.6845 0.290
N 1.9260 0.7704 0.3605 -0.261
H 2.6412 1.0097 1.0526 0.277
H 2.9759 -0.6905 -0.6330 0.374
S -2.7553 0.3121 2.2128 -0.022
H 1.0193 -1.6859 -1.5195 0.322
N -0.8773 0.0251 0.2699 -0.415
H -3.0281 -0.4725 0.1191 0.317
```

***

(two)
# C3H8N3S

A gas-phase ion, C3H8N3S (charge +1) (wB97M-V/def2-TZVPD, the OMol25 dataset).

As for the frontier orbital gap (spin up / spin down): 5.76 / 7.63 eV. The net charge is +1. The HOMO energy (spin up / spin down) is -9.1 / -14.1 eV. Its multiplicity is 3.

Geometry as XYZ:
```
15
Properties=species:S:1:pos:R:3:mulliken_charge:R:1
C 0.2765 -2.5586 0.3927 -1.161
C -0.1982 0.9716 -0.3941 0.767
N -1.0460 1.4929 -1.3263 -0.428
C 0.5166 -1.2849 0.2388 0.465
N -0.4601 -0.3015 -0.1455 -0.192
N 0.8513 1.7189 -0.0669 -0.409
H -1.7951 0.9232 -1.5834 0.184
H 1.5842 -0.9512 0.0704 0.138
S 2.2321 1.3588 0.9720 -0.097
H 0.9736 -3.3435 0.4691 0.339
H 2.9713 1.2423 -0.0772 0.204
H -1.1692 2.5163 -1.6410 0.237
H -0.7112 -3.0407 0.5041 0.295
H -1.5018 -0.5075 0.0923 0.358
H 0.9380 2.7109 -0.3109 0.298
```

***

Out of the structures above, which one is the least stable? Solution: (two).